Entry 1:
{
  "formula": "C4H7NO2S",
  "method": "wB97M-V/def2-TZVPD",
  "symbols": ["C", "S", "C", "C", "O", "C", "N", "O", "H", "H", "H", "H", "H", "H", "H"],
  "xyz": [[-0.4981, -0.2400, -2.0856], [-1.6113, -0.2647, -0.7313], [-0.6339, -0.1981, 0.7914], [-0.1745, 1.1590, 1.1404], [1.0481, 1.4099, 0.4597], [1.8868, 0.3626, 0.2592], [1.6164, -0.9006, 0.4479], [0.3263, -1.1936, 0.8622], [0.0134, -1.1953, -2.1711], [0.3226, 0.6380, -1.8820], [-0.9770, -0.1167, -3.0282], [-1.3301, -0.5929, 1.5057], [-0.0504, 1.1275, 2.2782], [-0.9105, 1.8964, 0.7701], [2.9203, 0.5506, -0.1147]],
  "energy_ev": -20678.6718,
  "smiles": "CS[C@@H]1COC=NO1",
  "relative_energy_ev": 4.065,
  "e_homo_ev": -8.68,
  "homo_lumo_gap_ev": 9.4
}

---

Entry 2:
{
  "formula": "C6H12N2O4",
  "method": "wB97M-V/def2-TZVPD",
  "symbols": ["H", "N", "C", "C", "O", "C", "O", "C", "O", "C", "C", "O", "N", "H", "H", "H", "H", "H", "H", "H", "H", "H", "H", "H"],
  "xyz": [[-1.6690, 1.9784, 1.9545], [-2.4958, 2.2796, 1.4551], [-2.6848, 1.6521, 0.3624], [-1.9654, 0.4662, -0.1564], [-2.2461, 0.3080, -1.5502], [-0.4268, 0.5185, 0.1247], [-0.1873, 0.4900, 1.5214], [0.2745, -0.7255, -0.4939], [-0.1215, -1.8148, 0.3020], [1.7829, -0.5648, -0.6074], [2.6352, -0.9982, 0.5691], [3.9838, -0.8115, 0.2507], [2.3999, 0.0159, -1.5389], [1.7557, 0.3093, -2.2333], [-3.5481, 1.9849, -0.2349], [-2.3425, -0.3995, 0.4057], [-3.2249, 0.3041, -1.5658], [-0.0499, 1.4794, -0.2601], [-0.4923, -0.3661, 1.7683], [-0.0709, -0.7853, -1.5626], [0.0278, -2.6455, -0.2363], [2.3153, -0.4333, 1.4610], [2.4352, -2.0477, 0.7830], [3.9151, -0.1941, -0.5181]],
  "energy_ev": -17585.0209,
  "smiles": "[H]/N=C\\[C@@H](O)[C@@H](O)[C@H](O)/C(CO)=N\\[H]",
  "relative_energy_ev": 2.690,
  "e_homo_ev": -9.85,
  "homo_lumo_gap_ev": 10.1
}

---

Entry 3:
{
  "formula": "C4H11N3",
  "method": "wB97M-V/def2-TZVPD",
  "symbols": ["H", "N", "C", "N", "N", "C", "C", "C", "H", "H", "H", "H", "H", "H", "H", "H", "H", "H"],
  "xyz": [[-0.8890, -3.1373, -1.1886], [-0.8367, -2.1644, -1.4695], [-0.0199, -1.5220, -0.7129], [0.1390, -1.7980, 0.6349], [0.7395, -0.4792, -1.2738], [1.1218, 0.6608, -0.4357], [0.0612, 1.6569, 0.0147], [-0.9213, 1.2086, 1.0942], [0.9457, -1.5299, 1.1673], [-0.7404, -2.0840, 1.0158], [0.1459, -0.1421, -2.0267], [1.7615, 0.3056, 0.3848], [1.9037, 1.2049, -0.9748], [-0.5164, 1.9127, -0.8827], [0.5632, 2.5626, 0.3508], [-0.4170, 0.6835, 1.9116], [-1.2928, 2.0987, 1.5943], [-1.7480, 0.5626, 0.7963]],
  "energy_ev": -8796.3411,
  "smiles": "[H]/N=C(\\N)NCCC",
  "relative_energy_ev": 1.278,
  "e_homo_ev": -8.85,
  "homo_lumo_gap_ev": 9.7
}

---

Entry 4:
{
  "formula": "C5H25NO6S2",
  "method": "wB97M-V/def2-TZVPD",
  "symbols": ["C", "C", "N", "C", "C", "C", "S", "S", "H", "H", "H", "H", "H", "H", "H", "H", "H", "H", "H", "H", "H", "O", "H", "H", "O", "H", "H", "O", "H", "H", "O", "H", "H", "O", "H", "H", "O", "H", "H"],
  "xyz": [[1.1999, 1.1450, 1.5580], [0.7084, 1.0850, 0.0729], [-0.1210, -0.1188, -0.0950], [-0.5325, -0.3481, -1.4768], [-1.6195, 0.5545, -2.0036], [-0.8002, -1.8478, -1.6568], [-2.2686, -2.3957, -0.7150], [-1.7033, -3.0953, 1.1396], [0.7677, 0.2370, 1.9555], [2.2839, 1.2085, 1.5217], [0.8607, 2.1049, 1.9422], [0.0713, 1.9381, -0.1704], [1.5632, 1.0933, -0.6006], [-0.9232, -0.0868, 0.5080], [0.3906, -0.2210, -2.0560], [-2.5521, 0.2462, -1.5095], [-1.8488, 0.5816, -3.0670], [-1.5355, 1.5927, -1.6723], [-0.8944, -2.1714, -2.6955], [0.0883, -2.3919, -1.3403], [-1.5783, -2.0501, 1.9671], [-3.6136, -0.4667, 2.5422], [-2.8373, 0.0511, 2.7628], [-4.2657, 0.0958, 2.1201], [-1.4891, 4.2780, -0.9754], [-2.1575, 4.0575, -1.6214], [-0.7395, 4.4621, -1.5595], [0.2145, 2.8414, -3.2646], [-0.0059, 2.0187, -2.8166], [0.9333, 2.6012, -3.8591], [2.2616, -2.4300, -0.0518], [1.5449, -1.8504, 0.2413], [1.9440, -3.3208, -0.2061], [4.0608, -0.9386, 1.8453], [3.1321, -0.8799, 1.6209], [4.3617, -1.8136, 1.5913], [1.7276, -1.8975, 2.9570], [2.2594, -2.4432, 3.5416], [1.1124, -1.4251, 3.5257]],
  "energy_ev": -41035.6336,
  "smiles": "CCN[C@H](C)CSS.O.O.O.O.O.O",
  "relative_energy_ev": 0.078,
  "e_homo_ev": -9.13,
  "homo_lumo_gap_ev": 9.3
}

---

Entry 5:
{
  "formula": "C10H13N2O2P",
  "method": "wB97M-V/def2-TZVPD",
  "symbols": ["C", "C", "C", "C", "C", "C", "C", "P", "N", "N", "C", "O", "C", "C", "O", "H", "H", "H", "H", "H", "H", "H", "H", "H", "H", "H", "H", "H"],
  "xyz": [[-3.5899, -1.9508, 0.0993], [-2.4039, -1.4216, 0.2481], [-2.0240, -0.1575, -0.2040], [-0.9315, 0.4488, 0.1854], [0.1321, -0.0646, 1.1830], [1.1852, -0.7410, 0.3757], [2.3259, -0.0094, 0.0808], [2.8948, 1.6506, 0.3777], [3.1339, -0.7898, -0.6421], [2.5816, -2.0201, -0.8122], [1.3315, -2.0761, -0.1742], [0.6961, -3.1039, -0.0776], [-0.5939, 1.8473, -0.1099], [-1.5020, 2.7779, -0.8109], [0.5391, 2.2821, 0.1415], [-3.8573, -2.9067, 0.4969], [-4.2316, -1.2830, -0.6317], [-1.6576, -1.9204, 0.9690], [-2.5967, 0.4580, -0.8435], [-0.3627, -0.6999, 1.9194], [0.4752, 0.8555, 1.6418], [4.2960, 1.1506, 0.7126], [2.4113, 1.8119, 1.6371], [3.7150, -0.3611, -1.3492], [3.2861, -2.6847, -1.1870], [-1.3520, 2.6409, -1.8821], [-1.3030, 3.8061, -0.5826], [-2.5975, 2.4611, -0.7615]],
  "energy_ev": -26941.0520,
  "smiles": "C=C/C=C(\\Cc1c(P)[nH][nH]c1=O)C(C)=O",
  "relative_energy_ev": 4.123,
  "e_homo_ev": -7.93,
  "homo_lumo_gap_ev": 7.7
}

---

Entry 6:
{
  "formula": "C5H9NO",
  "method": "wB97M-V/def2-TZVPD",
  "symbols": ["C", "N", "C", "C", "C", "O", "C", "H", "H", "H", "H", "H", "H", "H", "H", "H"],
  "xyz": [[-1.7294, 0.2088, 1.1395], [-0.6480, -0.1830, 0.4804], [0.3952, -0.9746, 0.7867], [0.6670, 0.4243, 0.3320], [1.1014, 0.8093, -1.0571], [1.9286, 1.6850, -1.1969], [0.5193, 0.0432, -2.2237], [-0.7168, -0.2054, 2.6868], [-2.4808, -0.5461, 1.3496], [-2.0354, 1.2455, 1.0442], [-0.0490, -0.6849, 2.4671], [0.6662, -1.9406, 0.3804], [0.9741, 1.1401, 1.1002], [0.8638, 0.4943, -3.1553], [0.8484, -1.0014, -2.1864], [-0.5752, 0.0445, -2.1863]],
  "energy_ev": -8863.3095,
  "relative_energy_ev": 5.903,
  "e_homo_ev": -8.39,
  "homo_lumo_gap_ev": 9.0
}

---

Entry 7:
{
  "formula": "C35H38FN5S3Sn",
  "method": "wB97M-V/def2-TZVPD",
  "symbols": ["Sn", "N", "C", "S", "N", "N", "C", "C", "C", "C", "C", "C", "C", "C", "C", "C", "C", "C", "N", "H", "H", "H", "H", "H", "H", "H", "H", "H", "H", "H", "C", "C", "S", "C", "C", "S", "H", "H", "H", "H", "H", "H", "C", "C", "C", "C", "C", "C", "C", "C", "C", "C", "C", "C", "N", "C", "C", "C", "C", "C", "C", "F", "H", "H", "H", "H", "H", "H", "H", "H", "H", "H", "H", "H", "H", "H", "H", "H", "H", "H", "H", "H", "H"],
  "xyz": [[0.1179, -0.1133, 0.1075], [-2.6006, -0.1508, 3.7218], [-2.1517, 0.2778, 2.5135], [-2.0099, -0.9463, 1.2686], [-1.9255, 1.5437, 2.3607], [-1.5070, 1.8649, 1.1156], [-1.6584, 3.0758, 0.7004], [-2.1679, 4.1543, 1.5884], [-3.3464, 4.8348, 1.2976], [-3.8202, 5.8139, 2.1586], [-3.1222, 6.1171, 3.3165], [-1.9627, 5.4203, 3.6275], [-1.4901, 4.4397, 2.7726], [-1.3763, 3.3212, -0.7268], [-1.5022, 4.5918, -1.2888], [-1.3058, 4.7499, -2.6504], [-0.9763, 3.6459, -3.4178], [-0.8449, 2.4243, -2.7757], [-1.0424, 2.2589, -1.4758], [-3.0098, -1.0678, 3.7559], [-2.9806, 0.5536, 4.3341], [-3.9056, 4.5775, 0.4061], [-4.7459, 6.3264, 1.9309], [-3.4855, 6.8908, 3.9803], [-1.4352, 5.6268, 4.5499], [-0.5942, 3.8852, 3.0157], [-1.7424, 5.4380, -0.6625], [-1.4156, 5.7278, -3.1002], [-0.8297, 3.7268, -4.4854], [-0.5929, 1.5268, -3.3303], [3.0839, -3.0889, 3.9316], [2.4361, -1.7630, 3.7290], [2.5060, -0.8374, 2.2189], [1.7123, -0.9550, 4.5177], [1.2238, -1.0874, 5.9148], [1.3757, 0.4190, 3.4470], [3.4909, -3.4470, 2.9862], [2.3585, -3.8209, 4.2904], [3.8959, -3.0226, 4.6583], [1.6534, -1.9828, 6.3639], [0.1350, -1.1710, 5.9311], [1.5052, -0.2213, 6.5156], [4.4454, -0.9641, -1.0488], [3.5352, -1.9423, -1.8012], [4.2979, -2.5388, -2.9894], [3.0055, -3.0153, -0.8620], [3.9008, -3.9579, -0.3726], [3.4960, -4.9503, 0.5004], [2.1790, -4.9817, 0.9154], [1.2441, -4.0608, 0.4534], [-0.1722, -4.1971, 0.9572], [-0.7791, -5.5622, 0.6177], [-0.2195, -3.9776, 2.4746], [1.6504, -3.0618, -0.4615], [0.7374, -2.1138, -1.0028], [0.4659, -2.2020, -2.3339], [0.9361, -3.1904, -3.2272], [0.6853, -3.1246, -4.5865], [-0.0912, -2.1097, -5.1312], [-0.6554, -1.1761, -4.2719], [-0.3725, -1.2525, -2.9331], [-0.9454, -0.3019, -2.0944], [4.8773, -0.2441, -1.7466], [5.2612, -1.4952, -0.5543], [3.8875, -0.4194, -0.2879], [2.6910, -1.3787, -2.1968], [5.1881, -3.0785, -2.6636], [4.6208, -1.7409, -3.6604], [3.6662, -3.2223, -3.5553], [4.9341, -3.9275, -0.6964], [4.1989, -5.7000, 0.8421], [1.8604, -5.7524, 1.6082], [-0.7874, -3.4411, 0.4713], [-0.2370, -6.3725, 1.1080], [-0.7661, -5.7357, -0.4592], [-1.8169, -5.5905, 0.9551], [0.2742, -4.7983, 3.0021], [-1.2562, -3.9199, 2.8059], [0.2748, -3.0452, 2.7545], [1.5158, -4.0119, -2.8302], [1.1126, -3.8762, -5.2390], [-0.2678, -2.0466, -6.1956], [-1.3093, -0.3940, -4.6362]],
  "energy_ev": -85417.1320,
  "relative_energy_ev": 1.897,
  "e_homo_ev": -6.92,
  "homo_lumo_gap_ev": 6.9
}

---

Entry 8:
{
  "formula": "C14H37HgNO6",
  "method": "wB97M-V/def2-TZVPD",
  "symbols": ["Hg", "C", "C", "O", "H", "H", "H", "H", "H", "C", "C", "O", "H", "H", "H", "H", "H", "C", "O", "C", "C", "N", "C", "C", "O", "C", "H", "H", "H", "H", "H", "H", "H", "H", "H", "H", "H", "H", "H", "H", "H", "C", "C", "O", "H", "H", "H", "H", "H", "H", "C", "C", "O", "H", "H", "H", "H", "H", "H"],
  "xyz": [[-0.2832, 0.4684, 0.0679], [-4.3959, -1.0730, -1.5363], [-3.6266, -0.0821, -0.7870], [-2.2945, 0.1597, -1.2145], [-5.3343, -1.2928, -1.0271], [-4.0177, -2.0946, -1.5745], [-4.8841, -0.6716, -2.4243], [-3.6528, -0.3002, 0.2807], [-4.0786, 0.9021, -0.9098], [3.2945, 0.1299, 3.3047], [2.8551, 0.5562, 1.8861], [1.4361, 0.6781, 1.5934], [3.1685, -0.9339, 3.5060], [2.6389, 0.7673, 3.8979], [4.3356, 0.4110, 3.4630], [3.3749, -0.0090, 1.1125], [3.3960, 1.4409, 1.5503], [-1.6103, 0.0160, 3.0950], [-1.1817, -0.6632, 1.9274], [-0.6320, -1.9733, 2.0259], [-0.5053, -2.6926, 0.6490], [0.2680, -1.8286, -0.3214], [-0.0386, -2.1299, -1.6962], [0.8135, -3.4641, -2.0722], [2.1687, -3.2334, -1.9430], [2.9558, -4.3530, -2.2981], [-0.7632, 0.3230, 3.7085], [-2.4896, -0.3839, 3.5999], [-2.0269, 0.8818, 2.5803], [-1.3258, -2.4339, 2.7293], [0.4106, -2.0585, 2.3321], [-1.4945, -2.8977, 0.2397], [-0.0874, -3.6939, 0.7532], [1.2512, -2.0509, -0.2579], [0.2873, -1.2742, -2.2875], [-1.0887, -2.3094, -1.9267], [0.6068, -3.6873, -3.1189], [0.5440, -4.3451, -1.4897], [4.0013, -4.1183, -2.0984], [2.8740, -4.6484, -3.3441], [2.6673, -5.2508, -1.7515], [2.2862, 3.4691, -0.9761], [2.1616, 2.2443, -1.8309], [0.8907, 1.5511, -1.8025], [1.5340, 4.2442, -1.1228], [3.2154, 4.0153, -1.1384], [2.0699, 3.2930, 0.0776], [2.9184, 1.5257, -1.5164], [2.4059, 2.5212, -2.8565], [0.5814, 1.8982, -2.6424], [-1.9408, 4.6740, 0.3622], [-1.9524, 3.2085, 0.1786], [-0.6989, 2.6990, 0.6413], [-2.7820, 5.1502, -0.1415], [-1.1172, 5.0856, -0.2212], [-1.9578, 4.9461, 1.4176], [-2.1097, 2.8692, -0.8452], [-2.6644, 2.6455, 0.7820], [-0.3763, 3.1733, 1.4111]],
  "energy_ev": -33061.1240,
  "relative_energy_ev": 2.211,
  "e_homo_ev": -7.19,
  "homo_lumo_gap_ev": 7.9
}

---

What did the second record say?
{
  "formula": "C6H12N2O4",
  "method": "wB97M-V/def2-TZVPD",
  "symbols": ["H", "N", "C", "C", "O", "C", "O", "C", "O", "C", "C", "O", "N", "H", "H", "H", "H", "H", "H", "H", "H", "H", "H", "H"],
  "xyz": [[-1.6690, 1.9784, 1.9545], [-2.4958, 2.2796, 1.4551], [-2.6848, 1.6521, 0.3624], [-1.9654, 0.4662, -0.1564], [-2.2461, 0.3080, -1.5502], [-0.4268, 0.5185, 0.1247], [-0.1873, 0.4900, 1.5214], [0.2745, -0.7255, -0.4939], [-0.1215, -1.8148, 0.3020], [1.7829, -0.5648, -0.6074], [2.6352, -0.9982, 0.5691], [3.9838, -0.8115, 0.2507], [2.3999, 0.0159, -1.5389], [1.7557, 0.3093, -2.2333], [-3.5481, 1.9849, -0.2349], [-2.3425, -0.3995, 0.4057], [-3.2249, 0.3041, -1.5658], [-0.0499, 1.4794, -0.2601], [-0.4923, -0.3661, 1.7683], [-0.0709, -0.7853, -1.5626], [0.0278, -2.6455, -0.2363], [2.3153, -0.4333, 1.4610], [2.4352, -2.0477, 0.7830], [3.9151, -0.1941, -0.5181]],
  "energy_ev": -17585.0209,
  "smiles": "[H]/N=C\\[C@@H](O)[C@@H](O)[C@H](O)/C(CO)=N\\[H]",
  "relative_energy_ev": 2.690,
  "e_homo_ev": -9.85,
  "homo_lumo_gap_ev": 10.1
}